Record 1
{"formula": "C21H11Cl2FN4O", "method": "ωB97M-V/def2-TZVPD", "orbital_gap_ev": 8.62, "homo_energy_ha": -0.31526, "charge": 0, "e_lumo_ev": 0.05, "e_tot_ev": -57722.829, "species": ["F", "C", "C", "C", "C", "C", "C", "C", "N", "N", "C", "C", "C", "C", "C", "C", "C", "N", "C", "O", "C", "C", "C", "C", "Cl", "C", "C", "Cl", "N", "H", "H", "H", "H", "H", "H", "H", "H", "H", "H", "H"], "coordinates": [[-1.71988, 3.18261, 3.56702], [-1.18029, 1.94419, 3.69462], [-0.51933, 1.78344, 4.98163], [0.01980, 0.52542, 5.41137], [-0.05667, -0.50066, 4.46119], [-0.69151, -0.37241, 3.24228], [-1.27428, 0.84101, 2.88689], [-1.90416, 0.86022, 1.49634], [-3.03145, 1.47135, 1.26790], [-3.33353, 1.35725, -0.05864], [-2.40000, 0.66494, -0.62450], [-2.26184, 0.30708, -1.95384], [-3.12300, 0.47701, -2.99203], [-2.85419, 0.28753, -4.36748], [-1.65608, -0.39536, -4.68379], [-0.80424, -0.68345, -3.59024], [-1.03300, -0.32837, -2.24012], [0.04410, -0.44917, -1.35587], [-0.19267, -0.09435, -0.08081], [0.99117, -0.03470, 0.61137], [2.18390, -0.36495, -0.06675], [2.74227, 0.48340, -1.11526], [3.72963, -0.06725, -1.98777], [4.23258, -1.41004, -1.85730], [5.50744, -2.01831, -2.82125], [3.72866, -2.13893, -0.78938], [2.75062, -1.67571, 0.10301], [2.39609, -2.60442, 1.40153], [-1.47670, 0.30490, 0.31154], [-0.32669, 2.68222, 5.54778], [0.54544, 0.25419, 6.32335], [0.36881, -1.49802, 4.58313], [-0.79004, -1.27075, 2.70321], [-4.10302, 0.89629, -2.85865], [-3.75055, 0.50081, -5.00591], [-1.56126, -0.63939, -5.80175], [0.10631, -1.15428, -3.82571], [2.41042, 1.46788, -1.18353], [4.25145, 0.60326, -2.74818], [4.03571, -3.19448, -0.58537]], "forces_ev_per_a": [[0.3, -1.1, -1.1], [1.1, 0.1, 4.1], [0.4, -1.3, -0.7], [-0.6, 0.8, -2.2], [0.0, -0.8, -0.1], [0.3, 1.3, 2.0], [-0.7, -0.5, -3.6], [-0.8, 1.2, 1.8], [0.0, 0.0, 0.0], [-0.7, 0.3, 0.3], [-1.5, 0.8, 1.1], [2.3, -1.7, -1.2], [-1.7, 1.4, -2.4], [-0.5, -1.1, 1.7], [-1.2, 0.6, -0.3], [-0.6, 0.3, -1.2], [0.3, 0.2, -1.7], [-2.5, 0.6, 2.5], [2.5, -1.3, -5.5], [-0.9, 0.7, 1.8], [0.8, -0.8, -2.4], [0.8, -4.1, 1.1], [0.8, 0.7, 0.0], [-1.8, 2.0, 1.4], [0.0, 0.0, -0.2], [0.2, -1.4, 0.2], [0.3, 3.5, -2.4], [-1.1, -1.6, 2.1], [3.7, -0.5, 1.7], [-0.4, 0.1, 0.2], [-0.2, 0.9, 0.1], [0.0, 0.3, 0.7], [-0.2, -0.6, -1.2], [-0.2, 0.2, 0.8], [1.5, -0.3, 0.1], [0.7, 0.1, 2.1], [1.1, -0.6, 0.0], [-0.5, 1.4, -0.4], [-1.0, -1.0, 1.1], [0.1, 1.1, -0.4]]}

---

Record 2
{"formula": "C6H5N2O3S", "method": "ωB97M-V/def2-TZVPD", "orbital_gap_ev": 7.47, "homo_energy_ha": -0.15696, "charge": -1, "e_lumo_ev": 3.20, "de_lowest_kcal_mol": 0.0, "e_tot_ev": -26259.237, "species": ["C", "C", "C", "C", "C", "C", "N", "N", "O", "O", "O", "S", "H", "H", "H", "H", "H"], "coordinates": [[2.51626, 0.05817, 0.21407], [2.32177, -1.47383, 0.05300], [1.29878, 0.63417, 0.30802], [1.11569, -2.00892, 0.17707], [-3.05848, 1.72705, -0.17214], [-1.02938, 0.48945, 0.19314], [0.16160, -0.04051, 0.35752], [-1.47955, 1.59517, -0.30779], [-3.41704, 2.87930, -0.22713], [-3.64596, 0.73536, 0.18306], [0.05766, -3.70017, -1.40507], [-0.02816, -3.16801, -0.04961], [3.57606, 0.38537, 0.09612], [3.22202, -2.07033, 0.11638], [1.15780, 1.73456, 0.46074], [-1.72870, -0.30662, 0.34843], [-1.04036, 2.52979, -0.34581]], "forces_ev_per_a": [[0.0, -3.5, -1.4], [0.2, 2.6, 1.3], [1.0, 3.6, 0.5], [-0.8, -1.3, -0.2], [0.3, 0.5, 1.4], [1.7, -2.4, -0.3], [0.2, -0.1, 0.0], [-1.5, 1.4, 0.1], [0.2, 2.0, -1.0], [-0.1, -1.9, -0.4], [-0.3, -1.0, -2.3], [1.3, 1.4, 2.1], [-1.5, 0.4, 0.4], [-0.1, -0.3, -0.1], [0.7, -0.6, -0.1], [-1.2, 0.3, 0.1], [0.0, -1.2, 0.0]]}

---

Record 3
{"formula": "C6H9NO3", "method": "ωB97M-V/def2-TZVPD", "orbital_gap_ev": 8.38, "homo_energy_ha": -0.34366, "charge": 0, "e_lumo_ev": -0.97, "de_lowest_kcal_mol": 131.4, "e_tot_ev": -13994.910, "species": ["C", "C", "C", "C", "O", "H", "H", "H", "H", "H", "H", "C", "C", "O", "N", "O", "H", "H", "H"], "coordinates": [[-1.54204, -0.66980, 2.02574], [-1.19555, -1.18162, 0.91065], [0.10933, -0.89875, 0.25572], [0.54506, -1.74207, -0.96916], [0.76204, 0.02843, 0.70526], [-2.57640, -0.80980, 2.60900], [-0.76533, -0.06503, 2.50206], [-1.83517, -1.88814, 0.44208], [-0.33045, -1.59079, -1.60046], [0.80628, -2.79830, -0.60920], [1.45792, -1.09061, -1.33445], [0.90618, 2.64240, -0.34233], [-0.58879, 2.26636, 0.11489], [-1.08876, 2.74297, 1.07989], [-1.01781, 1.77995, -1.01518], [-0.99838, 0.81299, -1.74856], [1.44805, 1.72549, -0.17466], [1.18524, 3.45245, 0.23614], [0.98303, 2.86563, -1.37020]], "forces_ev_per_a": [[-2.1, 1.6, 4.7], [0.3, -2.0, -2.9], [0.3, 0.0, 0.6], [1.6, 1.9, 1.6], [0.3, -0.7, -0.5], [2.6, 0.2, -1.6], [-0.6, 0.2, 0.2], [-0.5, -0.5, -0.7], [0.3, -0.8, -0.5], [-0.5, 1.5, -1.0], [-1.7, -1.9, 0.3], [-1.2, -2.0, -0.1], [3.6, 1.2, 0.6], [-1.2, -0.1, 1.2], [-2.5, -1.3, -4.0], [0.4, 0.8, 1.8], [0.5, 0.1, 0.3], [0.6, 1.5, 1.3], [0.0, 0.4, -1.2]]}

---

Record 4
{"formula": "C2H8NO2", "method": "ωB97M-V/def2-TZVPD", "orbital_gap_ev": 7.84, "homo_energy_ha": -0.12639, "charge": -1, "e_lumo_ev": 4.40, "de_lowest_kcal_mol": 41.6, "e_tot_ev": -7787.383, "species": ["C", "O", "H", "H", "H", "N", "C", "O", "H", "H", "H", "H", "H"], "coordinates": [[0.92872, -1.32935, 2.05161], [1.52355, -0.71724, 0.90470], [0.47040, -0.62297, 2.95489], [1.79657, -1.59139, 2.76087], [0.23574, -2.27436, 1.88948], [-1.52353, 1.01209, -2.15134], [-0.27400, 1.15058, -1.29861], [-0.56826, 0.56566, -0.03516], [-2.18827, 0.60382, -1.54707], [-1.31060, 0.51431, -2.92882], [-0.23142, 2.28720, -1.28207], [0.54948, 0.72958, -1.80234], [0.59163, -0.32792, 0.48386]], "forces_ev_per_a": [[1.3, 0.0, 3.1], [-3.4, -0.5, 1.0], [0.0, -1.0, -2.9], [-0.8, -0.7, -1.3], [1.3, 2.0, 0.1], [0.9, 2.6, 1.7], [-3.7, 1.0, 2.6], [1.3, 0.5, -1.6], [-0.7, -0.9, 0.5], [0.2, -2.3, -2.7], [0.9, -0.9, 0.5], [1.4, -0.6, -0.8], [1.3, 0.8, -0.4]]}

---

Record 5
{"formula": "C31H31AsCuN4O8S3", "method": "ωB97M-V/def2-TZVPD", "spin_multiplicity": 2, "orbital_gap_ev": [7.30, 6.71], "homo_energy_ha": [-0.29092, -0.29061], "charge": 0, "e_lumo_ev": [-0.61, -1.20], "de_lowest_kcal_mol": 0.0, "e_tot_ev": -192976.138, "species": ["Cu", "S", "C", "N", "C", "C", "N", "C", "C", "C", "C", "C", "C", "C", "C", "S", "C", "C", "C", "C", "C", "C", "C", "H", "H", "H", "H", "H", "H", "H", "H", "H", "H", "H", "H", "H", "H", "H", "H", "H", "H", "O", "As", "O", "O", "C", "C", "C", "C", "C", "C", "S", "O", "O", "O", "H", "H", "H", "H", "H", "O", "C", "N", "C", "O", "C", "C", "C", "C", "N", "C", "H", "H", "H", "H", "H", "H", "H", "H"], "coordinates": [[-0.82057, 2.51700, 0.46108], [-0.33152, -0.92183, 2.04189], [-0.05278, -1.20103, 0.43801], [1.14229, -1.49018, -0.09936], [1.22008, -1.98887, -1.46989], [0.02707, -2.87398, -1.71345], [-1.17313, -2.06075, -1.54111], [-2.34711, -2.37498, -2.36449], [-3.21738, -3.43044, -1.72102], [-2.80975, -4.76262, -1.69461], [-3.58507, -5.72548, -1.06552], [-4.78256, -5.36484, -0.46078], [-5.20015, -4.04188, -0.49226], [-4.41979, -3.07765, -1.11803], [-1.22436, -1.16598, -0.53880], [-2.42453, -0.03176, -0.38299], [2.41100, -1.40697, 0.63466], [2.95625, -2.76945, 1.00613], [2.32968, -3.56175, 1.96878], [2.83859, -4.81480, 2.27959], [3.97540, -5.29105, 1.63605], [4.59997, -4.51069, 0.67521], [4.08791, -3.25698, 0.36018], [2.14056, -2.55802, -1.57663], [1.24270, -1.16617, -2.18934], [0.03749, -3.72570, -1.02687], [0.04465, -3.25113, -2.73392], [-1.98501, -2.71192, -3.33506], [-2.90957, -1.45623, -2.49552], [-1.88020, -5.05425, -2.17465], [-3.25677, -6.75785, -1.05010], [-5.39050, -6.11623, 0.02853], [-6.13491, -3.75672, -0.02523], [-4.73847, -2.04171, -1.12860], [2.24554, -0.78547, 1.51006], [3.12419, -0.90632, -0.02466], [1.44724, -3.18819, 2.47356], [2.34907, -5.41935, 3.03373], [4.37588, -6.26585, 1.88798], [5.48734, -4.87385, 0.17115], [4.57914, -2.64592, -0.39242], [-0.12900, 4.00097, 3.68848], [-0.36889, 2.31908, 3.21530], [0.59154, 2.27264, 1.82546], [-1.99918, 2.68448, 2.04582], [-2.55904, 3.95170, 2.09230], [-3.35399, 4.34590, 3.15589], [-3.95009, 5.60015, 3.15308], [-3.73263, 6.46058, 2.08557], [-2.93291, 6.06551, 1.02132], [-2.34079, 4.80889, 1.01547], [0.15999, 5.60883, -0.30699], [0.58538, 5.79160, 1.05688], [0.91164, 4.59661, -1.03650], [-1.54082, 4.39554, -0.01257], [-0.54319, 4.22995, 4.53251], [-3.49928, 3.65252, 3.97787], [-4.59026, 5.89591, 3.97495], [-4.17819, 7.44835, 2.08710], [-2.74386, 6.73341, 0.18833], [3.25050, 2.28201, 1.37276], [3.74607, 2.72060, 0.13332], [4.25765, 1.59943, -0.64810], [3.60150, 0.86783, -1.57880], [4.05527, -0.15092, -2.08199], [2.21859, 1.33323, -1.92679], [1.80645, 1.62108, -3.21789], [0.49244, 2.01184, -3.42970], [-0.36042, 2.12240, -2.34772], [0.03771, 1.81257, -1.10751], [1.29826, 1.42304, -0.90918], [2.30938, 2.49996, 1.46952], [4.58405, 3.39366, 0.29860], [2.98807, 3.24346, -0.44439], [5.12166, 1.18577, -0.33282], [2.50695, 1.54345, -4.04090], [0.13315, 2.25049, -4.42075], [-1.38203, 2.46668, -2.45589], [1.57039, 1.19863, 0.11672]], "forces_ev_per_a": [[-0.9, 0.3, 0.3], [0.0, -0.1, -0.2], [0.0, 0.0, 0.2], [0.0, 0.0, -0.2], [0.0, -0.1, 0.1], [0.0, 0.0, 0.0], [-0.1, -0.1, 0.3], [0.0, 0.0, 0.1], [0.0, 0.0, 0.0], [0.0, 0.0, 0.0], [0.0, 0.0, 0.0], [0.0, 0.0, 0.0], [0.0, 0.0, 0.0], [0.0, 0.0, 0.0], [0.0, 0.2, -0.4], [0.0, -0.1, 0.2], [0.0, -0.1, 0.0], [-0.1, 0.0, -0.1], [0.0, 0.0, 0.0], [0.0, 0.0, 0.0], [0.0, 0.0, 0.0], [0.0, 0.0, 0.0], [0.1, 0.0, 0.0], [0.1, 0.0, 0.0], [0.0, 0.0, 0.0], [0.0, 0.0, 0.0], [-0.1, 0.0, 0.0], [0.0, 0.0, 0.0], [0.0, 0.1, -0.1], [-0.1, 0.0, 0.0], [0.0, 0.0, 0.0], [0.0, 0.0, 0.0], [0.0, 0.0, 0.0], [0.0, 0.0, 0.0], [0.0, 0.0, 0.1], [-0.1, -0.1, 0.1], [0.0, 0.0, 0.0], [0.0, 0.0, 0.0], [0.0, 0.0, 0.0], [0.0, 0.0, 0.0], [0.0, 0.0, 0.0], [0.1, 0.1, 0.0], [-0.5, -0.1, 0.3], [-0.1, 0.0, -0.2], [0.7, 0.3, 0.2], [-0.1, -0.2, 0.1], [0.0, -0.2, 0.0], [0.0, 0.0, 0.0], [0.1, 0.0, 0.0], [-0.1, 0.1, 0.0], [0.3, -0.1, -0.5], [0.4, 0.0, 0.0], [-0.1, 0.0, -0.1], [-0.1, 0.0, 0.0], [-0.2, -0.5, 0.4], [0.0, -0.1, -0.1], [-0.1, 0.0, 0.0], [0.1, 0.0, 0.0], [0.0, -0.1, 0.0], [0.0, -0.1, 0.0], [0.5, 0.0, -0.3], [-0.1, -0.2, 0.2], [-0.1, -0.1, -0.1], [0.0, 0.1, 0.1], [0.1, 0.1, -0.1], [0.1, 0.0, -0.1], [0.0, 0.0, -0.1], [0.0, -0.1, 0.0], [0.0, -0.1, 0.1], [0.6, 0.5, -0.6], [-0.3, 0.0, 0.3], [-0.3, 0.1, 0.2], [0.1, 0.1, 0.0], [0.0, 0.1, -0.1], [0.1, 0.0, 0.0], [0.0, 0.0, 0.0], [0.0, 0.0, 0.0], [0.1, 0.0, 0.0], [-0.1, 0.1, -0.1]]}

---

Record 6
{"formula": "C7H13NO", "method": "ωB97M-V/def2-TZVPD", "orbital_gap_ev": 8.63, "homo_energy_ha": -0.28726, "charge": 0, "e_lumo_ev": 0.82, "de_lowest_kcal_mol": 43.1, "e_tot_ev": -11005.885, "species": ["C", "C", "C", "C", "C", "N", "C", "C", "O", "H", "H", "H", "H", "H", "H", "H", "H", "H", "H", "H", "H", "H"], "coordinates": [[1.57020, -0.60350, -0.44251], [0.51887, 0.25020, 0.27865], [0.65060, 0.01602, 1.80103], [0.76174, 1.73138, -0.05656], [-0.90863, -0.15938, -0.11025], [-1.89260, 0.60411, 0.38832], [-1.28103, -1.55627, -0.49120], [-1.18505, -1.37726, -1.82364], [-0.85431, -0.12307, -2.05730], [1.51719, -0.44744, -1.51791], [2.56439, -0.32129, -0.09007], [1.42263, -1.66397, -0.24042], [0.47074, -1.03126, 2.05161], [-0.05351, 0.62748, 2.36701], [1.66236, 0.27117, 2.12150], [0.55530, 1.91232, -1.11104], [1.80194, 1.98916, 0.14794], [0.14767, 2.40678, 0.54510], [-2.83785, 0.34227, 0.15411], [-1.73223, 1.58239, 0.57502], [-1.57853, -2.36631, 0.15279], [-1.31991, -2.08353, -2.64218]], "forces_ev_per_a": [[-0.2, 0.1, 0.1], [0.0, 0.0, -0.1], [-0.1, 0.0, -0.2], [-0.1, -0.2, 0.0], [0.1, 0.0, -0.3], [0.1, 0.1, -0.2], [0.0, 0.0, -0.2], [0.1, 0.2, 0.3], [0.0, -0.1, 0.5], [0.0, 0.0, 0.0], [0.0, 0.0, 0.0], [0.0, 0.0, 0.0], [0.0, 0.0, 0.0], [0.0, 0.0, 0.0], [0.0, 0.0, 0.0], [0.0, 0.0, 0.0], [0.0, 0.0, 0.0], [0.0, 0.0, 0.0], [0.1, 0.0, 0.0], [0.0, -0.1, 0.0], [0.0, 0.0, 0.0], [0.0, 0.0, 0.0]]}